Density functional theory data (ωB97M-V/def2-TZVPD) for a gas-phase ion, C5H11N2 (charge +1) in a non-equilibrium geometry.

```
18
Properties=species:S:1:pos:R:3
N -1.278 -0.811 -0.673
N -1.048 -1.907 -1.059
C -0.801 -3.048 -1.557
C -0.283 2.185 0.081
C 1.284 0.191 0.699
C -0.098 0.825 0.757
C -1.171 -0.360 0.623
H -0.327 1.988 -1.009
H 1.695 0.219 -0.363
H -1.217 2.668 0.508
H 2.118 0.791 1.184
H 0.531 2.860 0.076
H -2.100 0.131 0.869
H 1.310 -0.889 0.975
H -1.488 -3.823 -1.561
H -0.278 1.017 1.781
H 0.181 -3.432 -1.545
H -0.980 -1.227 1.352
```

Properties
Net charge = +1
Gap between HOMO and LUMO = 9.555 eV
Energy relative to the best compared isomer or geometry (same formula, charge and spin) = 94.89 kcal/mol
SMILES = C=[N+]=NCC(C)C